A 11-piece molecular cluster, C98H110N6O12 overall in a non-equilibrium geometry, computed with ωB97M-V/def2-TZVPD.

CARTESIAN COORDINATES (ANGSTROEM)
C (-2.81127, -29.00192, -2.67964)
C (-4.00829, -28.39764, -3.48089)
N (-5.08107, -28.10173, -2.54399)
C (-6.31899, -28.05419, -3.34070)
C (-6.45976, -26.83735, -4.33026)
C (-4.73387, -26.93280, -1.69439)
C (-5.74427, -26.49570, -0.78513)
H (-2.34559, -28.18804, -2.12392)
H (-1.91632, -29.21370, -3.26470)
H (-3.09989, -29.92370, -2.17454)
H (-3.78195, -27.52066, -4.08733)
H (-4.30518, -29.14602, -4.21566)
H (-6.42059, -28.97132, -3.92092)
H (-7.16766, -28.05987, -2.65671)
H (-7.35609, -26.98066, -4.93370)
H (-6.75513, -25.90182, -3.85525)
H (-5.49310, -26.58049, -4.76351)
H (-4.36544, -26.01747, -2.15755)
H (-3.83788, -27.05944, -1.08671)
H (-6.51676, -25.84181, -1.18982)
H (-5.30981, -26.14325, 0.15036)
H (-6.22723, -27.40428, -0.42550)
C (-6.06312, -23.02031, -3.64389)
C (-5.34787, -23.03590, -2.24606)
N (-6.09240, -22.27006, -1.27417)
C (-7.23339, -22.98651, -0.59985)
C (-8.35712, -21.92608, -0.56784)
C (-5.27632, -21.75437, -0.10852)
C (-4.24711, -20.72559, -0.51790)
H (-5.30350, -23.38715, -4.33419)
H (-6.29192, -21.96947, -3.82138)
H (-6.98117, -23.56471, -3.86509)
H (-5.28885, -23.98149, -1.70710)
H (-4.31503, -22.72131, -2.39561)
H (-7.56636, -23.78056, -1.26822)
H (-7.01608, -23.32309, 0.41385)
H (-8.46215, -21.42223, -1.52868)
H (-9.31919, -22.39825, -0.36894)
H (-8.39203, -21.25676, 0.29175)
H (-4.84476, -22.59781, 0.43043)
H (-5.96883, -21.21313, 0.53614)
H (-3.66013, -20.38918, 0.33674)
H (-4.72885, -19.85786, -0.96850)
H (-3.52606, -21.04485, -1.27039)
C (-10.53151, -20.58614, 3.46472)
C (-9.68427, -19.44786, 2.88685)
N (-10.51493, -18.50552, 2.11493)
C (-11.59023, -17.75500, 2.80916)
C (-13.00119, -18.27096, 2.61515)
C (-9.51049, -17.55671, 1.49447)
C (-8.57902, -18.16464, 0.39608)
H (-9.82394, -21.26032, 3.94734)
H (-10.95662, -21.11357, 2.61079)
H (-11.30641, -20.37781, 4.20244)
H (-9.11285, -18.91769, 3.64875)
H (-8.95220, -19.85993, 2.19233)
H (-11.45107, -17.61242, 3.88080)
H (-11.53529, -16.71439, 2.48947)
H (-13.09580, -18.65642, 1.59998)
H (-13.14810, -19.23017, 3.11157)
H (-13.82559, -17.60632, 2.87348)
H (-8.88422, -17.07751, 2.24697)
H (-9.96164, -16.70415, 0.98682)
H (-8.81116, -19.19061, 0.11039)
H (-7.54039, -18.22089, 0.72192)
H (-8.43103, -17.45656, -0.41928)
C (-5.42493, -20.81376, 4.25748)
C (-4.17191, -21.60372, 3.66302)
N (-3.09489, -21.97682, 4.71517)
C (-2.14429, -20.95899, 5.03299)
C (-0.88210, -21.46001, 5.70752)
C (-3.58747, -22.89583, 5.80794)
C (-4.21472, -24.26380, 5.39376)
H (-5.87081, -21.47472, 5.00073)
H (-6.17304, -20.65901, 3.47999)
H (-5.19227, -19.80910, 4.61052)
H (-4.31152, -22.53523, 3.11448)
H (-3.65528, -20.90798, 3.00186)
H (-2.68072, -20.24389, 5.65666)
H (-1.95297, -20.41323, 4.10907)
H (-0.37473, -20.58635, 6.11667)
H (-0.12088, -21.81325, 5.01192)
H (-0.84884, -22.19636, 6.51049)
H (-2.79566, -23.12516, 6.52107)
H (-4.17687, -22.31436, 6.51688)
H (-4.27807, -24.75728, 6.36359)
H (-5.21648, -24.23860, 4.96488)
H (-3.67025, -25.02394, 4.83355)
O (-12.79757, -21.61639, -2.97792)
C (-12.92189, -20.92142, -1.98363)
N (-13.88813, -20.10920, -1.77522)
C (-11.95015, -21.01959, -0.87564)
H (-14.35149, -19.80476, -2.61945)
H (-13.95890, -19.70193, -0.85369)
H (-12.15118, -21.84218, -0.18931)
H (-11.54768, -20.07938, -0.49868)
H (-11.02050, -21.35440, -1.33581)
O (-9.64388, -22.36410, -5.83180)
C (-10.23460, -23.26544, -5.21289)
N (-10.79704, -24.22047, -5.87886)
C (-10.09411, -23.49090, -3.72639)
H (-11.29612, -24.95548, -5.39845)
H (-10.70193, -23.98285, -6.85589)
H (-9.34867, -24.21174, -3.39052)
H (-11.01783, -23.72122, -3.19555)
H (-9.70168, -22.54578, -3.35108)
C (-0.95098, -22.57849, -7.07040)
C (-1.83043, -22.64849, -5.97444)
C (-1.33894, -23.05954, -4.75073)
C (0.02305, -23.19850, -4.56647)
C (0.93118, -23.22247, -5.67023)
C (0.37136, -22.87511, -6.89645)
C (2.35914, -23.44677, -5.59700)
O (3.13678, -23.34342, -6.58299)
C (2.89641, -23.59769, -4.17991)
C (4.24336, -23.61096, -3.94096)
C (4.79976, -24.00435, -2.71681)
C (4.00796, -24.15763, -1.54535)
C (2.65918, -24.02305, -1.72346)
C (2.05971, -23.73363, -2.99820)
C (0.58814, -23.44635, -3.14681)
O (-0.14661, -23.53507, -2.19548)
H (-1.24795, -22.31028, -8.07353)
H (-2.86462, -22.41534, -6.18058)
H (-2.00212, -22.81739, -3.93343)
H (0.93429, -22.73834, -7.80793)
H (4.78627, -23.29100, -4.81803)
H (5.86221, -24.10104, -2.54874)
H (4.52822, -24.19239, -0.59955)
H (1.97643, -23.92293, -0.89266)
C (-7.50908, -25.73430, 2.95677)
C (-8.59005, -24.87613, 2.74578)
C (-9.37183, -24.45231, 3.83246)
C (-9.03003, -24.78192, 5.16345)
C (-7.88603, -25.66781, 5.36734)
C (-7.13646, -26.15273, 4.25847)
C (-7.42038, -26.02966, 6.77093)
O (-6.30402, -26.52922, 7.00063)
C (-8.39480, -25.68129, 7.95460)
C (-8.13346, -26.11494, 9.27828)
C (-8.86100, -25.61649, 10.37582)
C (-9.80098, -24.59761, 10.09925)
C (-10.04596, -24.24737, 8.82831)
C (-9.43459, -24.80836, 7.73719)
C (-9.91187, -24.45016, 6.28905)
O (-11.02720, -24.06743, 6.04156)
H (-6.97397, -26.11528, 2.09950)
H (-9.02440, -24.56825, 1.80612)
H (-10.29223, -23.91354, 3.66215)
H (-6.24858, -26.75330, 4.39033)
H (-7.17868, -26.60234, 9.40961)
H (-8.44470, -25.74401, 11.36417)
H (-10.27519, -24.18811, 10.97893)
H (-10.79372, -23.48295, 8.67696)
C (-9.39998, -19.15095, -3.49751)
C (-8.24323, -18.79625, -2.70693)
C (-7.70781, -17.46876, -2.95810)
C (-8.19466, -16.72605, -4.02977)
C (-9.39395, -17.13667, -4.74086)
C (-9.96287, -18.39663, -4.45670)
C (-10.07927, -16.23060, -5.81377)
O (-11.18094, -16.61747, -6.32713)
C (-9.26308, -15.06213, -6.32599)
C (-9.42624, -14.64649, -7.66977)
C (-8.60617, -13.65543, -8.22946)
C (-7.53435, -13.12135, -7.48967)
C (-7.30845, -13.61262, -6.20029)
C (-8.09223, -14.63987, -5.61505)
C (-7.76305, -15.27971, -4.36177)
O (-6.89497, -14.76148, -3.64014)
H (-9.61300, -20.17641, -3.23398)
H (-7.83565, -19.51386, -2.01027)
H (-6.81144, -17.10269, -2.47964)
H (-10.77466, -18.81195, -5.03540)
H (-10.02571, -15.29438, -8.29209)
H (-8.64219, -13.32991, -9.25861)
H (-6.70962, -12.55345, -7.89428)
H (-6.43440, -13.20241, -5.71637)
C (-7.24838, -19.99201, -5.93043)
C (-8.13445, -19.35479, -6.81057)
C (-7.66492, -18.17847, -7.38462)
C (-6.33601, -17.63945, -7.15389)
C (-5.51433, -18.26800, -6.16768)
C (-5.98034, -19.45990, -5.57421)
C (-4.13945, -17.70758, -6.02310)
O (-3.31130, -18.39541, -5.44671)
C (-3.90753, -16.33095, -6.51854)
C (-2.73456, -15.61763, -6.22179)
C (-2.50617, -14.45063, -6.90985)
C (-3.40551, -13.88971, -7.75196)
C (-4.52080, -14.51514, -8.06095)
C (-4.79197, -15.77714, -7.50158)
C (-6.08326, -16.38254, -7.95391)
O (-6.85772, -15.99124, -8.77662)
H (-7.52036, -20.93726, -5.48443)
H (-9.02959, -19.92511, -7.01020)
H (-8.31477, -17.63981, -8.05835)
H (-5.39274, -20.03358, -4.87278)
H (-1.92451, -15.91939, -5.57436)
H (-1.71124, -13.87384, -6.46062)
H (-3.27913, -12.86467, -8.06776)
H (-5.18355, -13.95774, -8.70630)
C (-1.14589, -18.77802, -3.13884)
C (-0.35179, -18.92846, -4.25916)
C (0.99703, -19.14078, -4.11631)
C (1.48900, -19.41508, -2.83635)
C (0.60094, -19.44551, -1.70076)
C (-0.77219, -19.27659, -1.87196)
C (1.15715, -19.77367, -0.37796)
O (0.42352, -19.85658, 0.64735)
C (2.58799, -20.17850, -0.25354)
C (3.00900, -20.65185, 0.98095)
C (4.39404, -21.04896, 1.16737)
C (5.28262, -20.79140, 0.16669)
C (4.80612, -20.41411, -1.10404)
C (3.43643, -20.05461, -1.32883)
C (3.05026, -19.49087, -2.61817)
O (3.90602, -19.42884, -3.48353)
H (-2.15963, -18.46280, -3.33727)
H (-0.72407, -18.97897, -5.27171)
H (1.66359, -19.26796, -4.95651)
H (-1.57638, -19.25810, -1.15131)
H (2.30910, -20.89569, 1.76649)
H (4.82346, -21.31741, 2.12126)
H (6.34056, -20.95748, 0.30665)
H (5.47500, -20.39077, -1.95166)

Results
HOMO level (spin up / spin down)	-2.086 / -5.374	eV
LUMO energy (spin up / spin down)	-0.07 / -0.07	eV
maximum force	4.972	eV/A
2S+1	2
total charge	-1

Löwdin population analysis, charges in e, atoms 1 to 4:
1. C -0.076
2. C -0.264
3. N -0.160
4. C -0.230